This record from the OMol25 dataset describes one molecule with the formula C2H3Cl2FS. The level of theory is ωB97M-V with the def2-TZVPD basis set.

ORCA input file:
```
! wB97M-V def2-TZVPD RIJCOSX def2/J DEFGRID3
* xyz 0 1
C -0.109 0.194 1.321
C 0.589 0.120 -0.098
H -1.819 -1.344 0.584
H -0.134 1.336 1.575
H 0.291 -0.444 2.086
F 1.936 0.362 0.167
S -1.838 -0.141 1.228
Cl 0.515 -1.558 -0.695
Cl 0.119 1.415 -1.231
*
```

HOMO level ... -9.59 eV
Gap between HOMO and LUMO ... 10.1 eV
E_LUMO ... 0.54 eV
DFT total energy ... -1496.42561 hartree
Structure (SMILES) ... FC(Cl)(Cl)CS

natural (NBO) atomic charge list, values in e, 4 entries: atom 1 (C): -0.605, atom 2 (C): 0.297, atom 3 (H): 0.134, atom 4 (H): 0.259


This record from the OMol25 dataset describes C5H6CrO3 as an isolated structure. The level of theory is ωB97M-V with the def2-TZVPD basis set.

ORCA input file:
```
! wB97M-V def2-TZVPD RIJCOSX def2/J DEFGRID3
* xyz 2 5
O -3.901 2.131 -2.082
C -3.565 1.895 -1.006
O -3.435 1.790 0.166
O -0.637 1.171 0.252
C 0.635 0.635 0.101
C 0.686 -0.861 0.427
C 2.099 -1.398 0.366
C 2.526 -2.325 -0.463
Cr -1.959 1.356 1.399
H 1.352 1.166 0.756
H 0.972 0.774 -0.943
H 0.031 -1.410 -0.265
H 0.296 -1.010 1.449
H 2.804 -0.955 1.083
H 2.098 -2.959 -1.241
*
```

HOMO level (alpha / beta) ... -17.55 / -18.54 eV
Gap between HOMO and LUMO (alpha / beta) ... 6.1 / 7.1 eV
E_LUMO (alpha / beta) ... -11.45 / -11.42 eV
Expectation value of S² ... 6.012
DFT total energy ... -1463.48331 hartree

natural (NBO) atomic charge list, values in e, 4 entries: atom 1 (O): -0.322, atom 2 (C): 1.102, atom 3 (O): -0.688, atom 4 (O): -0.863


This record from the OMol25 dataset describes one molecule with the formula C11H14N6OS2. The level of theory is ωB97M-V with the def2-TZVPD basis set.

ORCA input file:
```
! wB97M-V def2-TZVPD RIJCOSX def2/J DEFGRID3
* xyz 0 1
O 2.454 1.538 -0.335
S 2.026 -2.017 2.253
N -1.069 -1.575 2.052
N -2.336 -1.475 2.055
N -1.544 0.143 0.726
S 5.203 2.064 -1.711
C 3.342 0.757 -0.003
C 1.873 -0.809 1.171
C -0.571 -0.577 1.191
C 6.916 1.817 -1.358
C 7.132 0.979 -0.306
C 5.854 0.518 0.283
C 4.747 1.031 -0.321
N 3.083 -0.355 0.724
N 0.705 -0.273 0.755
N -2.637 -0.417 1.283
C -5.320 -0.648 -2.315
C -3.963 0.224 1.213
C -4.277 -0.305 -1.253
C -4.814 -0.494 0.175
H 7.715 2.226 -1.948
H 8.126 0.674 0.071
H 5.827 -0.124 1.154
H 3.886 -0.843 1.083
H 0.801 0.554 0.188
H -5.665 -1.688 -2.246
H -6.184 0.032 -2.179
H -4.888 -0.469 -3.322
H -3.914 1.306 0.926
H -4.496 0.115 2.175
H -3.378 -0.944 -1.397
H -3.928 0.701 -1.415
H -4.883 -1.564 0.374
H -5.823 -0.102 0.255
*
```

HOMO level ... -8.43 eV
Gap between HOMO and LUMO ... 8.1 eV
E_LUMO ... -0.30 eV
DFT total energy ... -1627.68919 hartree
Structure (SMILES) ... CCCCn1nnc(NC(=S)NC(=O)c2cccs2)n1

natural (NBO) atomic charge list, values in e, 4 entries: atom 1 (O): -0.612, atom 2 (S): -0.145, atom 3 (N): -0.243, atom 4 (N): -0.007


This record from the OMol25 dataset describes a 2-piece molecular cluster, H3O3P3 overall. The level of theory is ωB97M-V with the def2-TZVPD basis set.

ORCA input file:
```
! wB97M-V def2-TZVPD RIJCOSX def2/J DEFGRID3
* xyz -2 1
O 0.265 -0.289 2.935
O -0.597 1.767 1.720
O 1.414 0.333 0.712
P 0.158 0.545 -1.472
P -0.357 -0.972 -0.076
P 0.164 0.457 1.675
H -0.305 -0.055 -2.695
H 1.355 -0.080 -1.768
H -2.096 -1.705 -1.031
*
```

HOMO level ... 0.45 eV
Gap between HOMO and LUMO ... 6.9 eV
E_LUMO ... 7.36 eV
DFT total energy ... -1251.55580 hartree

natural (NBO) atomic charge list, values in e, 4 entries: atom 1 (O): -1.201, atom 2 (O): -1.197, atom 3 (O): -1.167, atom 4 (P): 0.019


This record from the OMol25 dataset describes a 2-piece molecular cluster, C8H10ClNO4S overall. The level of theory is ωB97M-V with the def2-TZVPD basis set.

ORCA input file:
```
! wB97M-V def2-TZVPD RIJCOSX def2/J DEFGRID3
* xyz 0 1
C -1.381 -0.022 -0.731
C -0.496 -1.081 -0.502
C -1.270 -2.189 -0.227
C -2.625 -1.781 -0.288
C 0.925 -1.119 -0.485
C 3.430 0.253 0.824
C -4.614 1.332 1.086
C 3.091 0.122 -0.671
N -2.620 -0.407 -0.516
O 1.449 -2.205 -0.249
O -2.946 2.652 -0.439
O -0.822 -3.451 -0.124
O 1.601 -0.008 -0.769
S -3.982 1.716 -0.608
Cl -3.972 -2.711 0.198
H -1.065 0.924 -1.029
H 3.139 -0.634 1.173
H 4.553 0.272 0.837
H 2.890 1.221 1.240
H -4.772 0.339 1.047
H -3.757 1.710 1.711
H -5.553 1.973 1.198
H 3.488 -0.761 -1.169
H 3.203 0.979 -1.309
H 0.101 -3.375 -0.159
*
```

HOMO level (alpha / beta) ... -7.59 / -7.17 eV
Gap between HOMO and LUMO (alpha / beta) ... 5.6 / 4.5 eV
E_LUMO (alpha / beta) ... -1.98 / -2.64 eV
DFT total energy ... -1524.79829 hartree

natural (NBO) atomic charge list, values in e, 4 entries: atom 1 (C): -0.005, atom 2 (C): -0.358, atom 3 (C): 0.304, atom 4 (C): -0.042


This record from the OMol25 dataset describes one molecule with the formula C2H6FNS. The level of theory is ωB97M-V with the def2-TZVPD basis set.

ORCA input file:
```
! wB97M-V def2-TZVPD RIJCOSX def2/J DEFGRID3
* xyz 0 1
C -0.510 0.637 0.267
C 0.397 -0.294 -0.530
N -1.893 0.458 -0.133
F -2.291 -0.895 0.339
S 2.190 -0.254 0.272
H -0.238 1.703 0.485
H -0.356 0.180 1.312
H 0.098 -1.251 -0.061
H 0.257 -0.385 -1.604
H -2.562 0.939 0.517
H 2.086 -1.596 0.505
*
```

HOMO level ... -9.50 eV
Gap between HOMO and LUMO ... 10.4 eV
E_LUMO ... 0.88 eV
DFT total energy ... -632.49452 hartree
Structure (SMILES) ... FNCCS

natural (NBO) atomic charge list, values in e, 4 entries: atom 1 (C): -0.304, atom 2 (C): -0.463, atom 3 (N): -0.193, atom 4 (F): -0.315


This record from the OMol25 dataset describes C36H36ClLuN8O9Se as an isolated structure. The level of theory is ωB97M-V with the def2-TZVPD basis set.

ORCA input file:
```
! wB97M-V def2-TZVPD RIJCOSX def2/J DEFGRID3
* xyz 0 1
Lu -0.636 -2.624 -0.141
O -1.692 -2.863 3.877
C -1.843 -3.090 2.694
O -0.883 -3.149 1.804
C -3.266 -3.157 2.144
C -3.589 -1.727 1.663
C -5.091 -1.508 1.536
C -5.425 -2.345 0.271
C -4.048 -2.869 -0.127
O -3.155 -1.777 0.266
C -3.571 -3.974 0.826
C -2.363 -4.705 0.257
O -2.008 -5.751 0.762
O -1.793 -4.129 -0.794
H -3.897 -3.449 2.974
H -3.059 -0.951 2.203
H -5.310 -0.452 1.384
H -5.614 -1.839 2.433
H -5.845 -1.727 -0.522
H -6.118 -3.164 0.466
H -3.918 -3.089 -1.175
H -4.332 -4.727 1.005
Se 7.340 -3.973 -1.272
N 6.432 -2.466 -1.025
C 5.205 -2.833 -0.806
C 4.113 -1.882 -0.573
C 4.327 -0.506 -0.587
C 3.257 0.335 -0.413
C 2.001 -0.232 -0.230
N 1.778 -1.538 -0.192
C 2.826 -2.367 -0.361
C 2.562 -3.825 -0.320
N 1.312 -4.219 -0.027
C 1.038 -5.518 0.017
C 1.995 -6.495 -0.238
C 3.275 -6.102 -0.527
C 3.575 -4.741 -0.561
C 4.933 -4.255 -0.820
N 5.940 -5.044 -1.053
H 5.332 -0.133 -0.748
H 3.363 1.414 -0.432
H 1.133 0.406 -0.141
H 0.019 -5.785 0.265
H 1.714 -7.539 -0.199
H 4.063 -6.817 -0.728
C 0.765 5.886 0.906
C 0.290 4.497 1.361
C 1.255 3.462 0.766
C 0.396 4.474 2.898
C -1.186 4.261 0.899
O -2.037 5.253 1.526
C -1.445 4.423 -0.625
C -1.240 3.320 -1.671
C 0.129 3.181 -2.306
C 0.621 1.922 -2.635
C 1.858 1.765 -3.252
C 2.615 2.886 -3.538
Cl 4.186 2.702 -4.269
C 2.141 4.154 -3.245
C 0.900 4.292 -2.638
C -1.890 2.997 1.470
N -1.266 1.664 1.447
C -1.437 0.657 0.583
N -0.799 -0.411 1.014
C -0.242 -0.001 2.188
N -0.514 1.241 2.506
H 1.812 6.005 1.198
H 0.213 6.697 1.393
H 0.720 6.024 -0.179
H 2.259 3.652 1.166
H 1.313 3.528 -0.325
H 0.987 2.437 1.043
H 1.384 4.848 3.190
H 0.288 3.471 3.305
H -0.355 5.122 3.353
H -1.815 6.115 1.162
H -0.922 5.321 -0.961
H -2.504 4.677 -0.654
H -1.943 3.540 -2.480
H -1.554 2.348 -1.286
H 0.030 1.038 -2.408
H 2.229 0.779 -3.506
H 2.739 5.024 -3.489
H 0.539 5.293 -2.418
H -2.843 2.910 0.950
H -2.108 3.204 2.510
H -2.046 0.696 -0.309
H 0.326 -0.662 2.834
O -1.128 -1.226 -1.688
N -0.472 -1.873 -2.627
O -0.592 -1.588 -3.799
O 0.268 -2.824 -2.196
*
```

HOMO level ... -9.12 eV
Gap between HOMO and LUMO ... 8.2 eV
E_LUMO ... -0.94 eV
DFT total energy ... -6605.98734 hartree

Mulliken atomic charge list, values in e, 4 entries: atom 1 (Lu): 2.582, atom 2 (O): -0.735, atom 3 (C): -0.065, atom 4 (O): -0.645


This record from the OMol25 dataset describes a 8-piece molecular cluster, C42H74N8O3S overall. The level of theory is ωB97M-V with the def2-TZVPD basis set.

ORCA input file:
```
! wB97M-V def2-TZVPD RIJCOSX def2/J DEFGRID3
* xyz 0 1
C 4.236 2.940 2.733
C 3.010 2.239 2.173
N 2.143 1.829 2.985
C 2.968 2.066 0.659
C 1.591 2.260 0.022
C 0.904 3.608 0.180
C 1.781 4.778 -0.319
C 2.223 5.701 0.847
S 0.874 6.836 1.320
O 1.933 2.247 -1.421
C 0.965 1.545 -2.058
O 0.409 1.855 -3.006
O 0.794 0.417 -1.304
C 0.731 0.945 0.051
C -0.770 1.005 0.367
C -1.148 1.612 1.735
C -2.540 2.279 1.783
C -2.477 3.778 1.470
C -3.569 1.644 0.814
H 4.566 2.344 3.577
H 5.047 2.961 2.010
H 3.972 3.929 3.102
H 1.400 1.358 2.464
H 3.338 1.094 0.326
H 3.659 2.793 0.233
H 0.749 3.787 1.248
H -0.050 3.648 -0.337
H 1.190 5.400 -0.980
H 2.690 4.451 -0.824
H 3.063 6.301 0.508
H 2.557 5.056 1.661
H 0.014 6.065 2.024
H 1.260 0.175 0.614
H -1.286 1.455 -0.484
H -1.106 -0.039 0.396
H -0.412 2.312 2.131
H -1.181 0.779 2.444
H -2.941 2.171 2.793
H -2.013 3.969 0.504
H -1.919 4.329 2.232
H -3.498 4.164 1.431
H -4.572 1.693 1.238
H -3.350 0.612 0.542
H -3.610 2.269 -0.083
C 0.007 -2.640 2.973
C -0.472 -4.033 2.576
C -0.812 -4.141 1.087
C -1.893 -3.207 0.738
N -2.720 -2.476 0.468
H -0.767 -1.887 2.810
H 0.267 -2.614 4.031
H 0.893 -2.350 2.400
H -1.349 -4.294 3.171
H 0.305 -4.762 2.811
H -1.135 -5.155 0.848
H 0.063 -3.911 0.477
C -4.454 -5.955 -0.665
C -5.281 -7.061 -0.022
C -5.901 -6.625 1.308
C -4.846 -6.255 2.266
N -4.021 -5.969 2.994
H -3.612 -5.674 -0.030
H -4.046 -6.286 -1.621
H -5.058 -5.064 -0.844
H -4.648 -7.937 0.136
H -6.077 -7.361 -0.706
H -6.494 -7.434 1.735
H -6.558 -5.766 1.162
C -0.954 7.486 -4.354
C -1.628 8.396 -3.333
C -1.024 8.268 -1.930
C -1.171 6.895 -1.432
N -1.297 5.830 -1.066
H -1.077 6.433 -4.094
H -1.393 7.630 -5.341
H 0.115 7.698 -4.424
H -2.694 8.166 -3.296
H -1.536 9.433 -3.662
H -1.525 8.945 -1.237
H 0.036 8.524 -1.943
C 3.878 -4.834 -0.224
C 3.899 -6.115 -1.050
C 2.503 -6.714 -1.255
C 1.896 -7.053 0.040
N 1.423 -7.315 1.040
H 3.503 -5.015 0.785
H 4.885 -4.425 -0.128
H 3.248 -4.074 -0.694
H 4.544 -6.847 -0.560
H 4.338 -5.905 -2.028
H 2.562 -7.617 -1.861
H 1.856 -6.008 -1.768
C 0.043 -5.762 -6.380
C -0.632 -4.903 -5.317
C 0.055 -4.997 -3.950
C 0.028 -6.383 -3.451
N 0.007 -7.454 -3.069
H 0.004 -6.822 -6.123
H -0.458 -5.641 -7.340
H 1.090 -5.478 -6.508
H -1.677 -5.204 -5.223
H -0.627 -3.861 -5.641
H -0.453 -4.357 -3.227
H 1.094 -4.670 -4.021
C -2.569 1.684 -4.130
C -4.004 2.071 -3.790
C -4.926 0.858 -3.625
C -4.985 0.078 -4.872
N -5.031 -0.519 -5.838
H -2.511 1.161 -5.086
H -1.943 2.572 -4.206
H -2.144 1.039 -3.359
H -4.395 2.725 -4.574
H -4.010 2.646 -2.861
H -5.935 1.181 -3.369
H -4.565 0.211 -2.824
C 6.394 2.320 8.345
C 5.212 2.015 7.432
C 5.636 1.405 6.092
C 6.510 2.334 5.355
N 7.188 3.053 4.794
H 7.061 3.061 7.903
H 6.045 2.723 9.296
H 6.973 1.418 8.553
H 4.649 2.933 7.254
H 4.538 1.319 7.937
H 4.758 1.191 5.481
H 6.174 0.469 6.249
*
```

HOMO level ... -8.98 eV
Gap between HOMO and LUMO ... 9.2 eV
E_LUMO ... 0.21 eV
DFT total energy ... -2706.63637 hartree
Structure (SMILES) ... [H]/N=C(/C)C[C@@]1(CCCS)OC(=O)O[C@@H]1CCC(C)C.CCCC#N.CCCC#N.CCCC#N.CCCC#N.CCCC#N.CCCC#N.CCCC#N

Mulliken atomic charge list, values in e, 4 entries: atom 1 (C): -0.617, atom 2 (C): 0.947, atom 3 (N): -0.698, atom 4 (C): -1.834